Entry 1:
A structure of composition C26H18F12IMoN3O9P2, computed with ωB97M-V/def2-TZVPD.

Properties
<S²>	2.01
gap between HOMO and LUMO (alpha / beta)	5.30 / 5.61	eV
max |F|	1.1	eV/A
energy	-4090.5983	Ha
HOMO level (alpha / beta)	-1.89 / -2.20	eV
multiplicity	3
ΔE to the lowest compared entry with this formula, charge and spin	15.26	kJ/mol
total charge	-2

```
72
Properties=species:S:1:pos:R:3:forces:R:3
Mo -0.68524 -0.45358 -0.03042 0.192 0.001 1.037
C -0.60432 -0.91850 6.75962 0.030 0.031 0.083
C -0.14891 -0.70627 5.34201 0.067 -0.099 -0.070
C 0.78718 -1.55944 4.75182 -0.067 0.054 0.027
C 1.13929 -1.40272 3.43215 -0.042 -0.016 0.103
C 0.58230 -0.38908 2.64684 -0.016 0.071 -0.175
N 0.97661 -0.30556 1.29185 0.126 -0.313 -0.182
C 2.28935 0.01957 1.07450 -0.142 0.028 0.196
C 3.04983 0.62618 2.10947 0.082 -0.020 -0.049
C 4.38638 0.92003 1.97196 0.001 -0.012 -0.043
C 5.07349 0.64590 0.79006 -0.091 0.039 0.111
C 6.52668 0.99160 0.61884 0.111 -0.006 -0.018
C 4.33707 0.07739 -0.23318 0.028 -0.062 -0.153
C 2.98180 -0.22412 -0.13235 0.050 0.005 0.067
C 2.20014 -0.83870 -1.28186 0.013 0.230 0.010
O 0.91056 -0.40578 -1.29846 0.053 -0.023 -0.079
C 2.31096 -2.38645 -1.21339 -0.083 -0.123 -0.020
F 1.63187 -2.86794 -0.17112 0.062 0.032 -0.075
F 1.85050 -2.98539 -2.32268 0.033 0.002 0.086
F 3.59790 -2.78836 -1.06721 -0.016 -0.017 0.005
C 2.74800 -0.37001 -2.66683 0.056 -0.056 0.022
F 1.91052 -0.65550 -3.66816 0.073 0.028 0.068
F 2.92223 0.96668 -2.67724 -0.001 -0.066 -0.049
F 3.94404 -0.92312 -3.00170 -0.130 0.074 -0.053
C -0.35850 0.46302 3.21578 -0.036 0.017 0.187
C -0.69765 0.29173 4.56182 -0.060 0.067 -0.059
C -0.99936 1.56564 2.36428 0.155 -0.110 0.136
O -0.91824 1.36708 1.03207 -0.181 -0.129 -0.246
C -2.50904 1.75210 2.74305 -0.038 -0.034 0.026
F -3.17384 2.41344 1.79558 0.015 -0.012 0.011
F -3.11554 0.57941 2.93274 0.028 0.081 -0.023
F -2.68100 2.47242 3.89274 -0.043 -0.022 -0.012
C -0.25821 2.90238 2.65285 -0.038 0.065 -0.032
F -0.13266 3.20037 3.96626 0.016 0.008 -0.115
F 0.98415 2.86859 2.14859 -0.061 0.009 0.042
F -0.88353 3.95272 2.07663 0.077 -0.024 0.076
H 0.20608 -1.30043 7.38416 0.010 -0.005 -0.006
H -1.42241 -1.64060 6.80638 -0.015 -0.024 -0.036
H -0.96083 0.01228 7.20391 -0.011 0.012 -0.010
H 1.21345 -2.37201 5.32970 0.004 -0.019 0.014
H 1.84084 -2.07935 2.96108 0.004 0.006 -0.027
H 2.55710 0.86502 3.03975 -0.008 0.012 0.012
H 4.90569 1.38238 2.80648 0.024 0.006 -0.001
H 7.06491 0.92965 1.56730 -0.014 -0.011 0.018
H 6.66882 2.00709 0.23586 -0.027 0.021 -0.006
H 7.01740 0.31343 -0.08260 -0.020 -0.010 -0.008
H 4.85197 -0.15775 -1.15627 0.005 0.021 0.027
H -1.43012 0.95224 5.00793 0.015 -0.016 0.027
O -1.99548 -4.20921 0.42669 -0.030 -0.056 0.123
P -2.09963 -3.10504 1.57447 -0.102 -0.062 -0.149
O -2.15116 -3.73729 2.89704 0.041 0.048 -0.037
O -1.04166 -2.04078 1.29904 0.172 0.243 0.025
O -3.54389 -2.40246 1.26537 -0.035 -0.144 0.159
P -3.97740 -1.20600 0.30815 0.268 0.365 0.141
O -4.17254 -1.88436 -1.14062 -0.084 -0.151 -0.148
O -5.23504 -0.59289 0.76297 0.007 -0.075 0.001
O -2.74257 -0.32194 0.12377 -0.158 0.016 -0.363
H -1.77880 -3.81748 -0.44017 0.005 -0.030 -0.059
H -5.06313 -2.24585 -1.20322 0.020 0.042 0.007
I -3.96105 2.02281 -4.51555 -0.065 0.017 -0.069
C -2.32633 2.12624 -3.24013 0.231 -0.139 0.302
C -1.46549 3.20907 -3.25600 -0.127 0.217 -0.252
C -0.38849 3.23520 -2.38862 0.090 -0.245 0.252
C -0.20507 2.16811 -1.52382 -0.216 0.156 -0.323
N -1.04922 1.13664 -1.52096 -0.049 -0.009 0.035
C -2.09137 1.09175 -2.34197 -0.025 0.213 -0.208
H -1.63829 4.02863 -3.94308 0.011 -0.015 0.012
H 0.30623 4.06258 -2.36483 -0.034 0.033 -0.057
H 0.61390 2.12326 -0.82104 -0.011 -0.026 0.015
H -2.73593 0.22501 -2.27233 0.020 -0.015 0.034
N -1.32069 -2.87334 -2.22599 0.015 -0.021 0.041
C -1.10148 -2.02831 -1.46500 -0.136 -0.054 -0.328
```
Positions in Å, forces in eV/Å.

Entry 2:
A cluster of 2 separate species, C5H12N2O in total, computed with ωB97M-V/def2-TZVPD.

Properties
SMILES string	[H]/N=C(\C)N.C=COC
gap between HOMO and LUMO	9.18	eV
max |F|	2.9	eV/A
energy	-382.3950	Ha
HOMO level	-8.32	eV
ΔE to the lowest compared entry with this formula, charge and spin	282.32	kJ/mol
total charge	0

```
20
Properties=species:S:1:pos:R:3:forces:R:3
H 1.56553 -1.44578 -0.77942 0.319 0.065 0.226
N 1.29988 -0.48397 -0.95402 0.543 0.314 0.088
C 1.57359 0.32035 0.01669 -0.578 -1.486 0.114
C 2.22756 -0.08972 1.32072 0.164 0.083 -0.229
N 1.09758 1.58211 -0.06241 -2.028 0.873 -1.308
H 2.96985 0.65123 1.61805 0.039 0.000 0.073
H 2.71543 -1.05873 1.22538 0.002 0.058 -0.032
H 1.47933 -0.15781 2.11348 -0.023 0.055 -0.035
H 0.12986 1.59292 -0.64732 2.514 0.072 1.397
H 1.07080 2.10952 0.79712 0.033 -0.041 -0.034
C -1.43054 0.93847 -1.27375 -0.819 -1.462 -0.324
C -1.11582 -0.38018 -1.45229 -1.581 0.846 -0.104
O -1.41954 -1.40892 -0.62960 0.490 0.257 -0.104
C -1.86301 -1.09832 0.67706 -0.023 0.061 0.054
H -2.05545 1.24761 -0.44970 0.175 0.068 0.265
H -1.49630 1.55031 -2.16023 0.401 0.116 -0.060
H -0.82277 -0.76063 -2.41913 0.363 0.067 0.135
H -2.83405 -0.59370 0.65617 0.051 -0.026 -0.002
H -1.13966 -0.46695 1.20173 -0.002 0.025 -0.079
H -1.95229 -2.04783 1.20149 -0.041 0.055 -0.039
```
Positions in Å, forces in eV/Å.

Entry 3:
A cluster of 2 separate species, C5H9NO in total, computed with ωB97M-V/def2-TZVPD.

Properties
SMILES string	C=CC=C.NC=O
gap between HOMO and LUMO	9.75	eV
max |F|	0.8	eV/A
energy	-325.8511	Ha
HOMO level	-8.91	eV
ΔE to the lowest compared entry with this formula, charge and spin	226.86	kJ/mol
total charge	0

```
16
Properties=species:S:1:pos:R:3:forces:R:3
C 1.21672 2.07167 1.55729 0.213 0.025 0.012
C 1.02406 1.43305 0.40744 0.100 0.090 0.210
C 0.12769 2.00081 -0.59697 -0.127 0.035 0.064
C -0.51784 1.38120 -1.57557 -0.265 0.051 -0.109
H 0.75704 3.03239 1.74328 -0.039 0.095 0.047
H 1.85129 1.66899 2.33312 0.007 -0.045 0.058
H 1.50146 0.47108 0.27025 -0.146 -0.089 -0.320
H -0.09791 3.05407 -0.45665 -0.034 0.014 0.151
H -1.27915 1.93506 -2.10671 0.104 0.031 -0.285
H -0.39535 0.34625 -1.85028 0.186 -0.177 0.146
N -1.36691 -2.88167 0.44097 -0.377 0.215 0.178
C -0.58577 -1.75218 0.11322 -0.513 0.110 0.589
O 0.40911 -1.77748 -0.54502 0.400 -0.247 0.027
H -1.00217 -3.43205 1.21302 0.291 -0.177 -0.440
H -2.30829 -2.59316 0.69817 0.247 0.007 0.110
H -0.97513 -0.80822 0.54893 -0.046 0.062 -0.436
```
Positions in Å, forces in eV/Å.

Entry 4:
The molecule C5H11N3, computed with ωB97M-V/def2-TZVPD.

Properties
SMILES string	C1=N\CCNCCN/1
gap between HOMO and LUMO	9.05	eV
max |F|	2.9	eV/A
energy	-361.2412	Ha
HOMO level	-8.17	eV
ΔE to the lowest compared entry with this formula, charge and spin	389.14	kJ/mol
total charge	0

```
19
Properties=species:S:1:pos:R:3:forces:R:3
C -1.37327 1.25817 -0.12620 1.098 0.266 0.220
N -0.16357 1.73386 -0.10730 -0.055 -0.436 0.557
C 1.22450 1.22542 0.28888 -0.595 0.303 -0.151
C 1.94770 -0.03399 -0.37150 -0.316 1.045 -0.343
N 1.37959 -1.37370 -0.07931 -0.693 -0.517 0.345
C -0.04599 -0.95732 0.04280 0.235 -0.146 2.870
C -1.52400 -1.35053 0.01370 0.164 0.042 -0.400
N -2.09041 0.05674 -0.03479 0.503 -1.065 0.196
H -2.12178 2.03210 -0.20188 -0.219 0.414 -0.355
H 1.25144 1.13253 1.40331 -0.097 0.085 -0.720
H 1.86758 2.08914 0.02828 -0.256 -0.483 0.193
H 1.85290 0.15159 -1.47438 0.323 -0.367 0.810
H 3.00912 0.06390 -0.06336 -0.551 -0.365 -0.285
H 1.72675 -1.72914 0.81710 -0.130 0.244 -0.404
H -0.07681 -0.32535 0.97104 0.058 -0.505 -0.908
H -0.11001 -0.36686 -0.78728 0.170 1.717 -1.893
H -1.78840 -1.85770 -0.91354 -0.187 -0.211 0.059
H -1.89058 -1.89401 0.88223 -0.129 0.031 0.008
H -3.07477 0.14515 -0.28780 0.676 -0.050 0.199
```
Positions in Å, forces in eV/Å.